1.
ORCA calculation (the ωB97M-V functional and the def2-TZVPD basis) on a cluster of 2 separate species, C4H9O2 in total.

```
15
Properties=species:S:1:pos:R:3:forces:R:3
C 1.918886 -0.409010 -0.587817 -0.53 0.62 -0.17
C 1.702389 0.180279 0.802521 -0.44 -0.58 0.33
H 1.007129 -0.292322 -1.180386 0.05 -0.04 0.05
H 2.727875 0.105164 -1.122817 0.03 -0.32 0.12
H 2.076908 -1.484086 -0.522560 0.31 0.02 -0.06
H 1.342283 1.213245 0.829046 0.50 0.02 -0.21
H 0.909319 -0.369390 1.306219 -0.21 -0.20 -0.10
H 2.566666 0.015088 1.443454 0.29 0.45 0.03
C -2.149862 0.409563 0.470468 0.17 -0.27 -0.34
C -1.917539 -0.147889 -0.951467 0.09 -0.39 0.14
O -1.364320 -1.280169 -0.963536 -0.02 0.26 -0.18
O -2.292202 0.554735 -1.909386 0.01 0.09 -0.22
H -2.755667 1.310061 0.455636 -0.07 0.09 0.13
H -1.167393 0.596880 0.899792 0.00 0.16 0.18
H -2.604468 -0.402144 1.030833 -0.18 0.09 0.32
```
Forces are in eV/Å.

## Properties
**LUMO energy**: 4.006 eV
**Frontier orbital gap**: 7.879 eV
**DFT total energy**: -8390.3446 eV
**ΔE to the lowest compared entry with this formula, charge and spin**: 3.4 kcal per mole
**HOMO level**: -0.1424 Eh
**Net charge**: -1
**Spin multiplicity**: 1

---

2.
ORCA calculation (the ωB97M-V functional and the def2-TZVPD basis) on the molecule C3H2N4 at a distorted geometry.

```
9
Properties=species:S:1:pos:R:3:forces:R:3
N -1.355916 -1.477493 2.063908 3.58 0.49 -3.89
C -0.648599 -1.191189 1.131824 -4.68 0.16 4.26
C -0.233520 -0.282586 0.118565 0.66 -2.78 0.16
C 0.407083 -0.547650 -1.090199 -0.74 2.27 1.29
N 0.905954 0.604442 -1.524184 -0.24 2.35 0.96
N 0.599311 1.583794 -0.550265 3.44 -0.33 -6.83
N -0.056417 1.023257 0.315332 -1.10 1.77 6.45
H 0.397077 -1.425700 -1.657128 0.27 -1.11 -0.58
H -0.014974 1.713123 1.192146 -1.20 -2.82 -1.81
```
Forces are in eV/Å.

## Properties
**LUMO energy**: 0.140 eV
**Frontier orbital gap**: 10.280 eV
**DFT total energy**: -9100.7350 eV
**Structure (SMILES)**: N#Cc1cnn[nH]1
**ΔE to the lowest compared entry with this formula, charge and spin**: 49.7 kcal per mole
**HOMO level**: -0.3726 Eh
**Spin multiplicity**: 1

---

3.
ORCA calculation (the ωB97M-V functional and the def2-TZVPD basis) on a structure of composition C27H32CaN5O7.

```
72
Properties=species:S:1:pos:R:3:forces:R:3
Ca -0.615833 0.873958 0.340720 0.24 -0.16 -0.45
C -2.057871 -2.299623 -1.820568 0.00 0.00 -0.06
C -2.750346 -2.191476 -0.474108 0.03 0.08 0.02
C -2.074149 -2.936048 0.649959 0.06 0.00 0.03
C -2.645233 -2.914051 1.921979 0.01 0.09 0.01
C -2.003370 -3.562021 2.954307 0.01 -0.01 0.01
C -0.817148 -4.237108 2.688971 0.02 0.00 0.00
C -0.329372 -4.209366 1.397872 0.02 -0.01 0.03
N -0.935823 -3.574857 0.393571 -0.04 -0.06 -0.02
N -0.956804 -1.320769 -2.020523 -0.09 0.05 0.08
C -1.258868 -0.473995 -3.170457 0.02 0.05 -0.07
C -0.430710 0.784540 -3.288745 0.01 0.00 0.05
C 0.264862 1.090008 -4.448545 -0.02 -0.01 0.00
C 0.949599 2.294840 -4.518138 0.00 0.00 -0.02
C 0.894156 3.158385 -3.440195 0.01 -0.01 0.00
C 0.171541 2.772386 -2.318145 0.00 0.02 -0.03
N -0.457462 1.604974 -2.239021 -0.11 -0.05 -0.04
C 0.303085 -2.040394 -2.181285 0.04 -0.02 0.07
C 1.544095 -1.191519 -2.279472 0.01 0.00 0.01
C 2.536726 -1.541945 -3.189200 0.00 -0.02 0.01
C 3.701944 -0.796872 -3.239933 0.01 0.00 -0.01
C 3.832810 0.283052 -2.386350 -0.02 0.01 0.00
C 2.789114 0.564247 -1.515036 0.03 -0.02 -0.02
N 1.671394 -0.154897 -1.450775 0.02 -0.01 0.02
H -1.664491 -3.311179 -1.943164 -0.01 0.00 -0.02
H -2.799643 -2.154979 -2.610615 0.01 0.02 0.01
H -2.825790 -1.143768 -0.173740 -0.07 -0.01 0.05
H -3.784693 -2.540216 -0.550453 0.02 -0.09 -0.05
H -3.534805 -2.328254 2.105206 0.01 0.02 0.02
H -2.408187 -3.515868 3.957003 -0.01 0.00 0.00
H -0.271010 -4.750541 3.469577 0.00 0.00 0.00
H 0.602896 -4.708237 1.149997 0.00 0.00 0.00
H -1.187118 -1.042228 -4.114668 0.01 -0.01 0.01
H -2.295916 -0.147047 -3.065913 0.00 0.00 -0.02
H 0.277820 0.389220 -5.273767 0.00 0.00 0.00
H 1.513174 2.553534 -5.406440 0.00 0.00 0.00
H 1.400317 4.113850 -3.454697 0.00 0.00 0.01
H 0.075547 3.412617 -1.450373 -0.01 -0.01 0.00
H 0.396946 -2.688373 -1.306911 0.02 -0.02 -0.04
H 0.265016 -2.688319 -3.074486 -0.01 -0.01 0.01
H 2.385631 -2.386902 -3.849349 0.00 0.00 0.00
H 4.488303 -1.051003 -3.940419 0.00 0.00 0.00
H 4.717367 0.905367 -2.388871 0.00 0.00 0.01
H 2.850269 1.407411 -0.841865 -0.02 0.04 0.05
O 1.408532 2.292407 0.722992 0.00 -0.01 0.17
C 1.189407 3.283208 1.719363 -0.01 0.03 -0.01
C 0.456324 2.696005 2.916900 0.00 0.01 -0.02
N -0.834996 2.134988 2.536999 -0.06 0.03 0.13
C -1.334959 1.148275 3.490932 -0.01 0.00 0.00
C -2.408796 0.228778 2.872240 0.03 0.01 0.04
O -3.189088 -0.328501 3.647900 -0.02 -0.03 -0.02
O -2.361723 0.101288 1.606943 -0.09 -0.03 0.03
C -1.830248 3.187830 2.295409 0.00 -0.01 -0.01
C -1.775265 3.760404 0.866329 -0.03 0.04 0.04
O -1.845095 4.983592 0.720654 -0.04 -0.01 -0.01
O -1.674522 2.880243 -0.046338 0.11 0.15 0.09
H 1.980286 1.581573 1.155692 0.04 -0.05 -0.16
H 0.619973 4.093830 1.263308 0.00 0.00 0.01
H 2.145872 3.694902 2.062045 0.01 0.01 -0.01
H 0.349071 3.470253 3.694891 0.00 0.00 0.00
H 1.072677 1.892917 3.325237 0.01 -0.02 0.01
H -1.744670 1.610018 4.398402 0.00 0.00 0.00
H -0.509152 0.496154 3.787211 0.00 -0.01 -0.01
H -1.728544 4.000532 3.025161 0.00 0.00 0.01
H -2.823700 2.748501 2.407549 0.00 -0.01 -0.01
C 2.365703 -1.683489 2.947238 -0.01 0.01 0.01
C 1.953986 -0.541526 2.032806 0.12 -0.06 -0.18
O 2.792791 0.382624 1.860847 -0.10 0.08 0.06
O 0.807861 -0.586339 1.520861 -0.09 0.03 0.17
H 3.425376 -1.903495 2.824453 -0.01 0.01 0.00
H 1.757753 -2.564376 2.760184 -0.03 -0.04 -0.01
H 2.207176 -1.367132 3.980859 0.00 0.00 0.01
```
Forces are in eV/Å.

## Properties
**LUMO energy**: 2.454 eV
**Frontier orbital gap**: 8.071 eV
**DFT total energy**: -68748.9161 eV
**ΔE to the lowest compared entry with this formula, charge and spin**: 0.0 kcal per mole
**HOMO level**: -0.2064 Eh
**Net charge**: -1
**Spin multiplicity**: 1

---

What is the formula in the second record? C3H2N4

---

Number 1 is which compound? C4H9O2

---

Look up the HOMO level of the first one. -0.1424 Eh

---

Look up the HOMO level of the first one. -0.1424 Eh